{
  "formula": "C8H10N4",
  "method": "ωB97M-V/def2-TZVPD",
  "multiplicity": 1,
  "charge": 0,
  "gap_ev": 8.7,
  "e_homo_ev": -7.89,
  "relative_energy_ev": 1.368,
  "species": ["C", "C", "C", "C", "C", "C", "C", "C", "N", "N", "N", "N", "H", "H", "H", "H", "H", "H", "H", "H", "H", "H"],
  "positions_angstrom": [[-0.44, 0.98, -2.83], [0.45, -0.12, -2.75], [-0.60, 1.50, -1.56], [0.77, -0.19, -1.42], [-0.59, -2.58, 1.48], [-0.35, -0.52, 1.20], [1.48, 1.33, 1.26], [0.15, 0.84, 0.76], [0.26, -1.70, 1.03], [-1.51, -0.62, 1.80], [-1.62, -1.94, 2.05], [0.18, 0.73, -0.68], [-0.90, 1.42, -3.81], [0.68, -0.75, -3.53], [-1.23, 2.41, -1.32], [1.14, -1.04, -0.81], [-0.32, -3.59, 1.37], [1.62, 2.19, 0.68], [2.39, 0.67, 1.15], [1.46, 1.60, 2.34], [-0.60, 1.56, 0.99], [-2.45, -2.16, 2.62]]
}


{
  "formula": "C8H10N5",
  "method": "ωB97M-V/def2-TZVPD",
  "multiplicity": 1,
  "charge": 1,
  "gap_ev": [7.2, 7.2],
  "e_homo_ev": [-12.99, -12.99],
  "relative_energy_ev": 6.863,
  "species": ["C", "C", "C", "C", "C", "C", "C", "C", "N", "N", "N", "N", "N", "H", "H", "H", "H", "H", "H", "H", "H", "H", "H"],
  "positions_angstrom": [[0.87, 4.11, -1.05], [1.86, 3.36, -0.40], [-0.41, 3.59, -1.47], [1.52, 2.04, -0.23], [0.22, 1.56, -0.78], [-0.59, -0.76, -0.43], [-1.91, -3.90, 1.10], [0.36, -2.87, 1.25], [-0.69, 2.28, -1.50], [2.13, 0.95, 0.32], [1.41, -0.06, 0.32], [0.21, 0.22, -0.41], [-0.59, -3.44, 0.76], [1.15, 5.10, -1.35], [2.57, 3.83, 0.18], [-1.11, 4.16, -1.89], [-1.58, -0.96, -0.94], [-1.92, -4.44, 2.10], [-2.20, -4.59, 0.39], [-2.59, -3.10, 1.22], [0.46, -2.54, 2.29], [-0.23, -2.07, -0.04], [1.05, -2.46, 0.56]]
}


{
  "formula": "C8H10NO3P2",
  "method": "ωB97M-V/def2-TZVPD",
  "multiplicity": 1,
  "charge": 1,
  "gap_ev": [6.4, 6.4],
  "e_homo_ev": [-11.87, -11.87],
  "relative_energy_ev": 5.273,
  "species": ["C", "C", "C", "C", "C", "C", "C", "C", "N", "O", "O", "O", "P", "P", "H", "H", "H", "H", "H", "H", "H", "H", "H", "H"],
  "positions_angstrom": [[-0.50, -0.75, 0.39], [0.90, -0.94, 0.34], [-0.98, 0.50, 0.40], [-0.15, 1.71, 0.41], [1.76, 0.09, 0.15], [1.30, 1.41, 0.10], [-3.16, 1.54, -0.81], [1.31, -2.32, 0.28], [-2.96, 0.74, 0.37], [-0.54, 2.84, 0.54], [2.66, -2.21, -0.28], [-3.40, -0.51, 0.09], [3.44, -0.55, -0.26], [2.29, 2.79, -0.37], [-1.14, -1.57, 0.31], [-2.17, 2.11, -0.90], [-4.13, 2.11, -0.68], [-3.45, 0.91, -1.71], [0.80, -3.00, -0.58], [1.54, -2.84, 1.23], [3.23, -3.10, -0.27], [-4.17, -0.50, 0.75], [4.02, -0.48, 0.94], [3.53, 2.05, -0.44]]
}


{
  "formula": "C8H10O2S",
  "method": "ωB97M-V/def2-TZVPD",
  "multiplicity": 1,
  "charge": 0,
  "gap_ev": 9.6,
  "e_homo_ev": -9.08,
  "relative_energy_ev": 1.796,
  "species": ["C", "C", "C", "C", "C", "C", "C", "C", "H", "H", "H", "H", "H", "H", "H", "H", "H", "H", "O", "O", "S"],
  "positions_angstrom": [[-0.28, 2.40, -0.24], [-1.14, 1.33, -0.65], [-0.51, 0.59, -1.78], [0.79, -0.17, -1.38], [0.83, -0.89, -0.01], [0.23, -2.11, 0.32], [0.27, -2.38, 1.81], [1.09, -1.53, 2.48], [-0.47, 2.06, 1.85], [-1.53, 0.64, 0.03], [-2.16, 1.77, -1.00], [-1.15, -0.34, -2.07], [-0.55, 1.14, -2.70], [0.94, -0.94, -2.23], [1.53, 0.53, -1.33], [-0.48, -2.81, -0.24], [-0.25, -3.39, 2.08], [1.14, -1.47, 3.64], [-0.05, 2.56, 1.10], [0.09, 3.27, -1.06], [1.65, -0.28, 1.36]]
}


{
  "formula": "C8H10O3",
  "method": "ωB97M-V/def2-TZVPD",
  "multiplicity": 1,
  "charge": 0,
  "gap_ev": 9.2,
  "e_homo_ev": -10.64,
  "relative_energy_ev": 5.708,
  "species": ["C", "C", "C", "C", "C", "C", "C", "O", "O", "C", "O", "H", "H", "H", "H", "H", "H", "H", "H", "H", "H"],
  "positions_angstrom": [[-1.95, -0.87, -0.66], [-0.88, -0.87, 0.60], [-0.89, -2.43, 1.18], [0.67, -0.56, 0.17], [1.00, 1.00, -0.20], [0.25, 2.03, -0.97], [1.30, 3.30, -0.92], [1.45, 4.34, -1.76], [2.15, 3.06, 0.29], [2.44, 1.60, 0.30], [3.55, 0.95, 0.65], [-2.10, 0.18, -1.17], [-1.71, -1.71, -1.46], [-3.01, -1.17, -0.20], [-1.29, -0.12, 1.42], [-0.23, -3.05, 0.41], [-1.96, -2.92, 1.15], [-0.34, -2.53, 2.21], [1.34, -0.82, 1.13], [0.98, -1.29, -0.69], [-0.79, 1.89, -1.48]]
}


{
  "formula": "C8H10O8PPd",
  "method": "ωB97M-V/def2-TZVPD",
  "multiplicity": 5,
  "charge": 3,
  "gap_ev": [7.4, 5.0],
  "e_homo_ev": [-19.24, -22.81],
  "relative_energy_ev": 0.000,
  "species": ["O", "C", "Pd", "O", "C", "C", "O", "C", "O", "C", "O", "H", "C", "O", "P", "O", "C", "O", "C", "H", "H", "H", "H", "H", "H", "H", "H", "H"],
  "positions_angstrom": [[-2.75, -4.58, -0.81], [-2.37, -3.53, -0.65], [-1.37, -1.40, -0.18], [1.50, -2.92, -0.31], [0.48, -2.41, -0.22], [-2.89, -0.06, -0.10], [-3.42, 0.98, -0.15], [-1.31, -1.42, 1.84], [-1.37, -1.13, 2.95], [-1.11, -0.84, -2.10], [-0.92, -0.46, -3.16], [-3.10, -1.44, -0.14], [-0.27, 2.85, 0.90], [-0.31, 1.83, -0.14], [0.30, 0.37, 0.07], [1.52, 0.26, -0.98], [1.72, 1.12, -2.14], [1.02, 0.46, 1.50], [2.29, -0.15, 1.85], [-0.58, 2.45, 1.87], [-0.98, 3.61, 0.58], [0.74, 3.28, 0.97], [0.81, 1.66, -2.42], [2.52, 1.83, -1.90], [2.03, 0.46, -2.96], [2.19, -1.23, 1.98], [3.05, 0.07, 1.08], [2.59, 0.32, 2.79]]
}


{
  "formula": "C8H10OS",
  "method": "ωB97M-V/def2-TZVPD",
  "multiplicity": 1,
  "charge": 0,
  "gap_ev": [6.8, 7.8],
  "e_homo_ev": [-6.25, -7.69],
  "relative_energy_ev": 3.010,
  "species": ["C", "C", "C", "C", "C", "C", "C", "C", "O", "S", "H", "H", "H", "H", "H", "H", "H", "H", "H", "H"],
  "positions_angstrom": [[-1.34, -1.26, -2.87], [-0.34, -1.39, -1.94], [-2.07, -0.09, -2.74], [-0.22, -0.20, -1.20], [0.98, 1.18, 0.62], [0.08, 1.23, 1.84], [0.73, -0.06, -0.22], [0.44, 0.32, 2.98], [1.43, -1.15, 0.18], [-1.35, 1.09, -1.62], [-1.59, -1.98, -3.56], [0.27, -2.23, -1.91], [-2.87, 0.38, -3.23], [0.65, 2.07, -0.02], [2.02, 1.33, 1.06], [-0.91, 1.50, 1.96], [-0.30, -0.20, 3.49], [1.02, 0.95, 3.73], [1.13, -0.44, 2.70], [2.22, -1.05, 0.74]]
}


{
  "formula": "C8H10OS2",
  "method": "ωB97M-V/def2-TZVPD",
  "multiplicity": 1,
  "charge": 0,
  "gap_ev": 9.1,
  "e_homo_ev": -8.48,
  "relative_energy_ev": 1.920,
  "species": ["C", "C", "C", "C", "C", "C", "C", "C", "O", "S", "S", "H", "H", "H", "H", "H", "H", "H", "H", "H", "H"],
  "positions_angstrom": [[0.47, -1.55, -0.39], [-0.74, -1.18, -0.02], [-1.13, 0.24, 0.12], [1.47, 0.87, -0.22], [1.59, -0.60, -0.58], [0.10, 1.43, 0.06], [-1.76, -2.11, 0.34], [-0.11, 2.65, 0.88], [2.51, -0.74, -1.62], [-1.06, 1.35, -1.34], [2.43, -0.05, 0.97], [0.64, -2.58, -0.53], [-2.08, 0.36, 0.59], [2.00, 1.40, -0.90], [-1.62, -3.18, 0.26], [-2.58, -1.89, -0.31], [-2.18, -1.73, 1.40], [0.17, 2.36, 1.96], [-1.15, 2.96, 0.64], [0.48, 3.63, 0.51], [2.55, -1.63, -1.80]]
}


{
  "formula": "C8H11AuO6S2Te",
  "method": "ωB97M-V/def2-TZVPD",
  "multiplicity": 1,
  "charge": -2,
  "gap_ev": 3.9,
  "e_homo_ev": 0.39,
  "species": ["Au", "O", "S", "O", "O", "C", "C", "C", "C", "C", "C", "S", "O", "O", "O", "H", "H", "H", "H", "C", "Te", "C", "H", "H", "H", "H", "H", "H", "H"],
  "positions_angstrom": [[0.00, 0.00, 0.00], [-1.98, -1.53, 2.15], [-1.42, -0.19, 2.23], [-1.81, 0.50, 3.47], [-0.01, -0.01, 1.91], [-2.27, 0.79, 0.96], [-2.60, 2.11, 1.34], [-3.33, 2.96, 0.51], [-3.76, 2.49, -0.72], [-3.44, 1.19, -1.12], [-2.69, 0.32, -0.29], [-2.27, -1.27, -1.03], [-3.33, -2.16, -0.56], [-2.36, -0.99, -2.47], [-0.90, -1.56, -0.62], [-2.27, 2.48, 2.31], [-3.57, 3.96, 0.84], [-4.34, 3.13, -1.38], [-3.78, 0.84, -2.09], [4.47, -0.08, -1.71], [2.49, 0.00, -0.88], [3.05, -1.39, 0.65], [4.73, -1.13, -1.96], [5.20, 0.36, -0.99], [4.48, 0.51, -2.64], [3.94, -1.01, 1.20], [3.24, -2.39, 0.21], [2.22, -1.47, 1.38], [-0.76, 1.32, -0.54]]
}


{
  "formula": "C8H11BrF3N2",
  "method": "ωB97M-V/def2-TZVPD",
  "multiplicity": 1,
  "charge": 1,
  "gap_ev": 8.7,
  "e_homo_ev": -12.31,
  "species": ["C", "C", "C", "C", "C", "C", "C", "C", "N", "N", "F", "F", "F", "Br", "H", "H", "H", "H", "H", "H", "H", "H", "H", "H", "H"],
  "positions_angstrom": [[1.40, -1.01, 0.88], [1.74, 0.27, 1.12], [-0.41, 1.23, 0.88], [0.02, -1.49, 0.51], [-0.93, -0.49, -0.24], [-2.40, -0.80, -0.21], [-0.37, -0.02, -1.55], [3.15, 0.58, 1.60], [0.77, 1.18, 1.28], [-1.30, 1.12, -2.07], [3.33, 0.20, 2.88], [4.05, -0.04, 0.89], [3.35, 1.90, 1.58], [-1.62, 2.49, 1.15], [2.03, -1.82, 0.82], [0.19, -2.43, -0.22], [-0.39, -1.88, 1.41], [-2.83, -0.55, -1.15], [-2.96, -0.26, 0.53], [-2.63, -1.77, 0.18], [-0.47, -0.85, -2.29], [0.75, 0.31, -1.27], [-1.31, 1.85, -1.51], [-2.20, 0.76, -2.24], [-0.97, 1.51, -2.97]]
}


{
  "formula": "C8H11Cl2NO3",
  "method": "ωB97M-V/def2-TZVPD",
  "multiplicity": 1,
  "charge": 0,
  "gap_ev": 8.8,
  "e_homo_ev": -9.01,
  "relative_energy_ev": 0.000,
  "species": ["C", "C", "C", "C", "C", "C", "C", "C", "N", "O", "O", "O", "Cl", "Cl", "H", "H", "H", "H", "H", "H", "H", "H", "H", "H", "H"],
  "positions_angstrom": [[0.36, -1.11, 0.27], [2.34, 0.30, 0.45], [1.87, -1.11, 0.43], [1.38, 1.10, -0.37], [-0.03, 0.45, -0.39], [-1.72, -2.41, 0.55], [-0.87, 1.10, 1.78], [-0.87, 1.38, -2.43], [-0.35, -2.08, 0.62], [3.29, 0.66, 1.06], [-0.96, 1.18, 0.37], [-0.58, 0.21, -1.66], [2.45, -2.07, -0.99], [1.31, 2.76, 0.08], [2.21, -1.74, 1.34], [1.72, 1.06, -1.41], [-1.87, -3.19, -0.29], [-2.38, -1.62, 0.44], [-2.04, -2.76, 1.48], [-1.20, 0.00, 2.06], [-1.46, 1.74, 2.35], [0.26, 1.27, 2.08], [-1.58, 1.12, -3.24], [0.10, 1.72, -2.84], [-1.36, 2.04, -1.76]]
}